Computed, not measured: a cluster of 2 separate species, C4H9NO4 in total, with wB97M-V/def2-TZVPD.

XYZ file:
```
18
Properties=species:S:1:pos:R:3:forces:R:3
C -0.79158 0.99153 -0.21573 -1.198 2.699 1.820
C -2.15125 0.86885 -0.31684 1.025 -0.223 0.268
O -0.12723 1.69811 -1.18094 0.374 -0.870 0.378
O -0.29376 1.28718 1.17274 -0.458 0.339 -1.375
H 0.66881 1.16746 -1.39891 0.076 0.079 -0.134
H 0.38859 1.97396 1.06878 -0.414 -0.185 -0.138
H -2.74026 0.64778 0.56242 0.070 0.023 0.009
H -2.65123 1.16628 -1.22774 0.137 -0.431 -0.118
C 0.30295 -0.82575 -0.21200 1.794 -1.790 2.654
N 1.24607 -0.68026 -1.25737 0.240 0.388 -0.588
C 0.78812 -0.77974 1.11096 -0.178 -1.083 -2.263
O -0.65330 -1.79198 -0.44087 -1.416 0.270 0.214
O 2.07535 -0.46894 1.37468 -0.186 0.428 0.247
H -1.52072 -1.40497 -0.17353 0.477 -0.166 -0.604
H 2.21374 -0.46329 2.33453 -0.024 0.130 -0.366
H 0.88814 -1.10575 -2.10789 0.053 0.070 0.193
H 2.14571 -1.09059 -1.02120 -0.139 0.088 -0.091
H 0.21185 -1.18988 1.92889 -0.233 0.234 -0.106
```
Forces are in eV/Å.

HOMO energy (spin up / spin down) in eV: -7.20 / -7.19
LUMO level (spin up / spin down) in eV: 0.25 / 0.25
Energy above the lowest of the compared OMol25 structures with the same formula, charge and spin in eV: 4.9611
Net charge: 0
Calculated total energy in eV: -13970.1959
SMILES: N/C(O)=C\O.C=C(O)O
Molar mass in g mol⁻¹: 135.1
HOMO-LUMO gap (spin up / spin down) in eV: 7.45 / 7.45